Density functional theory data (ωB97M-V with the def2-TZVPD basis set) for C2H4N2O2 in the gas phase.

Geometry (Å):
C: -1.7002 -0.4451 -1.6038
N: -0.5559 -0.1254 -1.0938
O: -0.1076 -0.9583 -0.0659
C: 0.7218 -0.4595 0.6794
N: 0.7707 0.9100 0.9588
O: 2.1952 1.0634 1.4878
H: -1.8666 0.6461 -2.0765
H: -2.6161 -1.3528 -1.5182
H: 1.2794 -1.3158 1.2603
H: 1.8793 2.0374 1.9720

Forces on the atoms, in the same order (eV/Å):
-1.11 2.08 -0.28
-2.03 -0.44 0.12
-4.27 -3.75 -4.01
4.69 5.57 6.24
2.31 -5.89 -1.38
-4.02 4.74 2.15
-0.69 -3.10 -0.19
3.27 2.74 0.20
-0.36 2.20 -1.06
2.22 -4.15 -1.79

Output
Calculated total energy in eV: -9206.5636
SMILES: C=NO/C=N/O
Energy relative to the best compared isomer or geometry (same formula, charge and spin) in kJ/mol: 835.5
HOMO energy in eV: -8.6
E_LUMO in eV: 0.534

Mulliken atomic charge list, values in e, 2 entries:
1 C -0.139
2 N -0.411



Density functional theory data (ωB97M-V with the def2-TZVPD basis set) for a molecular structure, C23H20AlBrF3N7O7S.

Geometry (Å):
Al: -0.7999 -1.1331 0.0788
N: -2.6553 -0.6628 3.4328
N: -2.9537 -1.9875 3.0777
C: -3.1394 -2.4684 1.8571
N: -3.6897 -3.6735 1.7187
N: -2.7454 -1.6728 0.8296
N: -3.1593 -1.9302 -0.4302
O: -2.4773 -1.2808 -1.2414
O: -4.0311 -2.7056 -0.7501
H: -1.6538 -0.5785 3.5763
H: -2.9249 -0.0237 2.6894
H: -3.2267 -2.5598 3.8600
H: -3.9124 -4.2265 2.5275
H: -3.7864 -4.0798 0.8039
O: -2.1455 2.0741 1.9999
C: -1.3950 1.9872 1.0574
N: -0.6271 2.9827 0.5004
C: 0.3004 2.4806 -0.5186
C: -0.1229 1.0257 -0.4741
O: 0.3441 -0.0125 -1.0383
N: -1.1598 0.8276 0.3044
C: 1.7537 2.7510 -0.1546
C: 2.1237 4.0761 0.0593
C: 3.4262 4.3969 0.4012
C: 4.3780 3.3926 0.5160
C: 4.0172 2.0764 0.2836
C: 2.7089 1.7525 -0.0505
C: -0.0183 3.0008 -1.9238
C: -1.1562 3.7529 -2.1788
C: -1.4310 4.1799 -3.4720
C: -0.5809 3.8455 -4.5127
C: 0.5519 3.0829 -4.2595
C: 0.8349 2.6639 -2.9708
H: -0.4147 3.7936 1.0574
H: 1.3942 4.8705 -0.0600
H: 3.6975 5.4303 0.5725
H: 5.3975 3.6370 0.7843
H: 4.7533 1.2876 0.3698
H: 2.4428 0.7195 -0.2198
H: -1.8253 4.0042 -1.3679
H: -2.3159 4.7735 -3.6618
H: -0.7975 4.1776 -5.5196
H: 1.2193 2.8161 -5.0685
H: 1.7224 2.0758 -2.7745
Br: 0.6903 -7.4035 -1.6552
C: 0.2760 -5.6184 -1.1621
C: 0.0635 -4.6704 -2.1476
C: -0.2429 -3.3691 -1.7732
C: -0.3377 -2.9760 -0.4327
C: -0.1070 -3.9724 0.5233
C: 0.1948 -5.2836 0.1780
H: 0.1354 -4.9465 -3.1910
H: -0.4125 -2.6449 -2.5632
H: -0.1395 -3.7261 1.5807
H: 0.3761 -6.0329 0.9371
F: 2.6593 -1.5353 1.0390
C: 2.4439 -1.4829 2.3577
F: 2.3280 -2.7271 2.8177
F: 3.4914 -0.9037 2.9382
S: 0.9181 -0.5107 2.7001
O: 1.2201 0.8203 2.2754
O: 0.5797 -0.7638 4.0669
O: -0.0575 -1.1928 1.8003

Forces on the atoms, in the same order (eV/Å):
-0.14 0.27 0.28
-0.02 -0.03 -0.08
0.05 0.07 0.00
-0.16 0.02 0.06
0.08 -0.02 -0.02
0.15 -0.17 0.07
0.00 -0.26 0.01
0.13 0.08 -0.22
0.01 0.27 0.18
0.02 -0.02 0.03
-0.01 0.05 0.00
-0.01 -0.03 0.00
-0.01 0.00 -0.01
-0.04 0.04 -0.04
-0.01 -0.02 0.03
0.00 -0.04 -0.20
-0.03 0.04 0.01
0.01 0.02 0.12
-0.11 -0.05 0.01
0.10 0.04 -0.02
-0.01 -0.11 0.11
0.00 0.05 -0.02
0.00 0.01 -0.02
-0.01 0.00 0.00
0.02 0.01 0.01
0.00 -0.03 -0.02
0.03 0.00 -0.04
-0.03 0.00 -0.05
0.04 -0.02 0.00
-0.02 0.01 0.02
0.00 0.01 -0.02
0.01 0.00 -0.01
-0.01 0.02 -0.01
0.06 0.00 -0.02
-0.01 -0.01 0.00
0.01 0.00 0.00
0.00 0.01 0.00
0.00 0.00 0.00
0.00 0.02 -0.02
-0.01 0.01 0.01
0.00 0.00 0.00
0.00 0.00 0.00
0.00 0.00 0.00
0.01 -0.01 0.01
0.00 0.00 0.00
0.00 0.01 0.02
0.01 -0.03 -0.02
-0.02 -0.01 0.01
0.02 -0.09 -0.05
0.01 0.04 0.01
0.01 -0.06 -0.03
0.00 0.00 0.00
0.00 0.02 0.01
-0.01 0.01 -0.01
0.00 0.00 0.00
-0.01 0.02 0.05
0.03 -0.01 -0.02
-0.03 0.02 -0.02
-0.04 -0.02 0.01
0.16 0.01 0.09
-0.04 0.08 0.03
-0.02 0.04 0.06
-0.12 -0.27 -0.31

Output
Calculated total energy in eV: -144568.5942
Energy relative to the best compared isomer or geometry (same formula, charge and spin) in kJ/mol: 5.8
HOMO energy in eV: -8.9
E_LUMO in eV: -0.901

Mulliken atomic charge list, values in e, 2 entries:
1 Al 0.399
2 N -0.732



Density functional theory data (ωB97M-V with the def2-TZVPD basis set) for 9 unconnected molecules or ions with the total composition C5H25NO10.

Geometry (Å):
C: -0.8463 -3.2267 -0.1782
C: -1.9813 -2.4088 -0.8044
N: -1.8091 -0.9558 -0.8388
C: -0.9962 -0.3195 0.0164
O: -0.8478 0.9000 -0.0668
C: -2.4845 -0.0809 -1.8263
C: -1.8855 -0.1478 -3.2438
O: -1.1574 0.7326 -3.6006
H: -0.0437 -3.3449 -0.8809
H: -0.3573 -2.6377 0.6886
H: -1.4032 -4.1753 0.1764
H: -2.3355 -2.7454 -1.8494
H: -2.8542 -2.7326 -0.1031
H: -0.3417 -0.8707 0.7665
H: -2.5268 0.9798 -1.4556
H: -3.5451 -0.6189 -1.8166
H: -2.2639 -0.8841 -3.8125
O: 0.5187 -3.7163 2.2632
H: -0.0892 -3.3370 2.9350
H: 1.3089 -3.5808 2.3067
O: -0.8452 1.3476 2.7828
H: -0.7860 2.3704 2.6326
H: -0.6186 1.0595 1.8699
O: -1.7855 3.5146 0.2339
H: -1.2556 2.8336 -0.0521
H: -2.3289 3.1955 0.9396
O: 3.2231 0.0338 -1.3671
H: 3.9581 0.3674 -1.9530
H: 2.4458 0.5706 -1.8076
O: 2.2702 -1.4655 2.9244
H: 2.8773 -2.0263 3.1936
H: 2.6839 -0.7261 2.4258
O: 1.0107 1.9439 -2.1486
H: 0.4477 2.1525 -2.8798
H: 0.4559 2.2849 -1.4335
O: 1.6446 2.4713 2.1661
H: 0.9799 1.9969 2.4493
H: 1.3675 3.2646 1.7021
O: 3.4556 0.3364 1.2889
H: 3.0906 0.5498 0.4746
H: 3.0638 1.0607 1.7624

Forces on the atoms, in the same order (eV/Å):
-0.72 0.80 1.06
-2.50 -1.20 0.16
1.15 0.28 0.31
1.14 0.18 -0.09
0.36 0.39 0.70
-2.54 -1.90 0.77
0.41 3.42 3.78
0.36 -0.09 -0.82
0.39 -0.71 -0.33
-1.27 -1.70 -1.34
1.78 1.30 -0.49
0.90 0.38 1.51
0.80 1.23 -1.30
-1.25 0.24 -0.90
0.02 -1.30 -0.40
1.68 1.65 -0.52
-0.91 -3.01 -2.70
-15.57 -3.21 -0.71
1.76 -0.18 -0.56
13.96 3.26 1.69
0.50 2.83 -1.12
-0.56 -2.68 0.71
-0.43 0.04 0.40
-1.34 3.34 0.42
1.59 -2.81 -0.78
-0.40 -0.50 0.47
-1.14 2.25 -2.74
-0.79 -0.69 1.12
1.61 -1.40 1.31
-4.94 4.30 -1.90
4.82 -3.89 1.96
0.15 -0.77 -0.06
0.24 0.38 0.87
-0.36 -0.19 -1.18
0.42 -0.42 0.30
6.31 3.94 -2.41
-5.64 -3.72 2.40
-0.23 -0.18 0.08
0.89 -0.38 2.50
-0.63 -0.23 -3.36
-0.03 0.98 1.15

Output
Calculated total energy in eV: -27552.2349
SMILES: CCN(C=O)CC=O.O.O.O.O.O.O.O.O
Energy relative to the best compared isomer or geometry (same formula, charge and spin) in kJ/mol: 517.9
HOMO energy in eV: -9.9
E_LUMO in eV: 0.081

Mulliken atomic charge list, values in e, 2 entries:
1 C -0.767
2 C -0.210



Results for max |F|: 9.6; 0.4; 15.9 (in eV/A, following the order of the records).